[1]
{"formula": "C53H71CsN5O5P", "method": "wB97M-V/def2-TZVPD", "symbols": ["O", "H", "H", "H", "C", "C", "H", "H", "H", "N", "H", "H", "C", "H", "H", "H", "C", "C", "P", "H", "C", "H", "H", "H", "H", "H", "H", "C", "H", "C", "H", "C", "C", "H", "O", "H", "C", "C", "C", "C", "C", "C", "H", "C", "H", "C", "H", "H", "H", "H", "C", "H", "H", "C", "H", "C", "H", "H", "C", "O", "C", "H", "H", "H", "H", "H", "H", "H", "N", "H", "H", "N", "H", "H", "C", "H", "C", "H", "H", "C", "H", "C", "C", "C", "H", "C", "O", "H", "H", "H", "C", "C", "H", "H", "C", "H", "C", "C", "H", "H", "H", "C", "C", "H", "C", "N", "H", "H", "C", "C", "C", "C", "H", "H", "H", "C", "H", "C", "C", "Cs", "C", "C", "C", "N", "C", "O", "H", "H", "C", "H", "H", "C", "H", "H", "C", "C"], "coordinates": [[-2.3265, 0.4375, -1.2869], [1.2827, 4.2401, -5.1139], [0.1240, 2.9294, -1.8517], [-4.7321, 0.9453, -0.1484], [-3.8652, -0.7433, 0.8582], [2.3166, -4.1203, -3.2421], [3.5715, -1.9682, -6.9734], [3.5080, 4.6466, -2.1365], [-0.1315, -0.9245, -4.9986], [-0.6082, 2.8715, 3.3649], [-0.0128, 1.0910, -3.6810], [1.0667, 1.1630, -5.0896], [0.5453, 3.5344, -2.6583], [0.0414, -0.6768, -6.7409], [3.1703, 3.1883, 0.7585], [-3.8998, -1.3225, -0.0677], [-1.2570, -3.9982, -0.0039], [4.8242, -1.7661, -1.6292], [2.5659, 1.5963, -2.5833], [-2.5909, 2.4264, 5.5840], [1.8623, -1.3392, -5.7773], [0.4708, -5.8437, -4.6434], [-0.0570, -2.3102, -6.0918], [5.0362, 3.7779, -2.3898], [6.4990, -2.4018, -2.8521], [-2.6651, -1.9809, 1.9925], [6.4081, 2.4077, -5.6457], [3.5235, 2.6291, -1.2899], [-0.3741, -1.2470, 3.3947], [4.5857, 1.6749, -0.7400], [2.1586, -3.0186, -7.1197], [5.9727, 0.3080, -5.5136], [0.9474, -2.7845, 2.6873], [-3.5625, 1.8450, 4.2340], [-1.2600, 0.7475, 3.7511], [4.1307, 0.7470, -0.3932], [2.1038, 1.9883, 4.3300], [3.7180, 0.2650, 3.9971], [2.0742, 3.6617, -4.6266], [-1.9912, -3.1197, -1.9710], [6.1364, -2.5312, -1.8310], [1.8365, -3.3384, -4.2813], [2.1763, -1.4431, -7.9231], [0.4647, 2.4931, 2.4668], [0.7020, -1.0509, 5.5591], [-0.4296, -3.8692, 1.2131], [-3.5447, -6.0621, -1.3913], [-2.1062, -5.8610, 0.6411], [3.4423, -0.8253, 2.1725], [-2.4365, -0.3879, 2.2899], [1.5661, 1.6673, 3.0868], [5.0271, -0.7248, -1.8748], [2.2245, -0.3142, -5.7205], [3.2455, -3.5474, -2.3863], [-2.9439, 3.5130, 4.2273], [2.2497, -2.5124, 5.1282], [4.5883, 3.0469, -4.1646], [4.3073, -2.8736, 0.1709], [1.1182, -1.7510, 4.8434], [-1.7746, 1.8728, 0.3174], [-1.4840, 1.9459, 3.8295], [3.6369, -4.1440, -1.5696], [2.3229, -0.6075, 6.5600], [-0.2396, 2.3324, -4.9152], [0.0593, 1.9785, 1.5990], [-0.9373, 3.8183, 3.2986], [5.0381, -1.2974, 0.4873], [2.4466, -4.2448, 2.2165], [2.0391, 0.6714, 2.3378], [6.9087, -2.1715, -1.1484], [1.6697, 2.7917, 4.9112], [-1.1936, -3.0253, -0.9177], [-4.7609, -0.9861, 1.4445], [5.0964, 2.1417, 0.1076], [1.4234, -6.2545, -4.3021], [1.2699, -7.3179, -4.1116], [3.2926, -1.5070, -3.6655], [2.7894, -6.0875, -2.6723], [2.7645, 4.3727, -4.1738], [-2.8426, -4.1975, -2.1965], [0.9075, 3.4215, 2.0976], [-2.7237, 2.4830, 4.5029], [4.0758, -0.2938, -4.1011], [-3.8760, 0.7368, 0.4959], [-0.0885, -5.1789, -2.2768], [0.5133, 1.7590, -4.3663], [3.7569, -3.2204, 6.8283], [3.6549, 1.5236, 5.7419], [-1.9541, -2.2942, -2.6748], [2.1486, -6.1533, -5.1106], [1.8980, -5.5596, -3.0276], [-2.8941, -5.2083, -1.2553], [5.2733, -1.6841, -5.1961], [5.9964, -3.5999, -1.6578], [2.3234, -2.0588, -4.5227], [3.3568, -1.4122, -0.0742], [3.0911, -0.0088, 2.7934], [-2.5775, 1.0788, -0.2377], [-3.4597, -4.2227, -3.0841], [1.9102, 2.1308, 0.1267], [2.6030, 3.1112, -5.4046], [0.8294, -5.6642, -1.9414], [2.0735, -3.5553, 2.9640], [3.5893, -4.0122, 4.4215], [4.3577, -1.8385, -0.1729], [0.2919, -2.8537, 1.4360], [1.9613, 3.8310, -0.3472], [1.1124, -3.7586, -4.9697], [4.2095, 3.9348, -1.7008], [5.7707, 1.6443, -5.2179], [0.3401, -1.3096, -5.9032], [5.1272, -0.6364, -4.9610], [4.5740, -0.3167, 4.3122], [-3.9553, 1.3515, 1.3955], [5.3383, 1.4353, -1.4938], [1.4333, 2.7206, -3.6069], [-0.5168, -4.6798, 1.9454], [4.7396, 2.0000, -4.3654], [3.0107, -2.3821, 6.4074], [0.0249, -0.2342, -0.3299], [0.4749, -1.8752, 3.6266], [-2.0909, -5.1018, -0.1307], [3.7403, -2.2625, -2.5743], [-2.6171, -1.0684, 1.5560], [3.2021, 1.2820, 4.7879], [2.8349, -1.2273, 7.0940], [0.6042, -6.7106, -1.7228], [4.6286, 4.4016, -0.8033], [2.7151, -3.4208, 4.1832], [1.0806, 4.3813, -2.2292], [-0.2940, 3.9389, -3.2306], [3.8865, 1.0640, -3.7698], [1.1512, -5.1767, -1.0203], [6.7738, 0.0021, -6.1747], [2.5738, 2.9593, -0.1312], [2.4827, -1.9798, -7.0226]], "mulliken_charge": [-0.660, 0.497, 0.478, 0.381, -0.588, -0.409, 0.300, 0.258, 0.153, 0.129, 0.152, 0.318, -2.168, 0.437, 0.792, 0.180, 0.434, 1.972, 1.114, 0.328, 0.550, 0.279, 0.420, 0.376, 0.357, 0.260, 0.441, 2.509, 0.432, -1.962, 0.277, -1.232, -0.290, 0.347, -0.548, -0.022, -1.025, -0.726, -1.967, -0.883, -1.824, 0.188, 0.437, -0.668, 0.669, -1.379, 0.438, 0.505, 0.168, -0.207, 0.384, -0.755, 0.034, -0.314, 0.396, 0.308, 0.542, 0.595, -0.910, -0.548, 0.370, 0.461, 0.281, 0.634, 0.068, 0.343, 0.687, 0.517, 1.024, 0.473, 0.541, 1.597, 0.396, 0.682, -1.924, 0.475, 0.604, 0.575, 0.252, -0.817, 0.494, -1.412, -0.212, -0.695, 0.057, -1.837, -0.579, 0.421, 0.448, 0.409, 0.392, -0.641, 0.804, 0.312, 0.287, 0.155, -0.365, 0.025, 0.517, 0.300, 0.369, -0.747, -0.096, 0.427, -2.178, 1.048, 0.258, 0.183, -1.875, -1.180, -1.456, -0.815, 0.580, 0.220, 0.448, 2.400, 0.325, -0.645, 0.515, 1.098, -0.059, -0.783, 0.109, 0.066, -1.186, -0.531, 0.458, 0.506, -1.123, 0.326, 0.592, 0.581, -0.050, 0.393, -2.512, -1.532], "homo_ev": -8.17, "charge": 0, "total_energy_ha": -3073.8069, "fmax_ev_per_a": 1.43}

---

[2]
{"formula": "C4H27NO11S", "method": "wB97M-V/def2-TZVPD", "symbols": ["H", "O", "H", "H", "H", "C", "O", "O", "H", "N", "H", "H", "H", "C", "H", "H", "H", "C", "H", "H", "H", "O", "H", "S", "H", "O", "O", "O", "C", "H", "O", "H", "H", "O", "O", "H", "H", "H", "H", "H", "O", "H", "H", "H"], "coordinates": [[3.6591, -0.1749, 2.7230], [1.0818, 0.0496, -3.0408], [3.1806, -1.6952, -1.3443], [-0.7206, -1.6585, -2.7510], [-2.8184, -0.3108, 1.4153], [-0.3840, 2.3438, -1.1155], [-0.1697, -0.7785, 2.3722], [2.6552, -0.9432, -1.0477], [1.2476, 3.9575, -1.4956], [-0.6103, -0.2136, -1.1199], [0.5193, 2.2048, -0.5340], [-0.2916, 0.0293, 1.8717], [-1.1603, 2.5713, -0.3875], [-1.1879, -1.4261, -1.7542], [-2.8348, 3.7850, 0.9091], [0.2310, 1.2149, 3.6335], [1.9987, -0.8279, -1.7599], [0.3808, 1.0327, -2.9879], [-1.1176, 1.7860, 3.2057], [0.3362, -0.3537, -0.8230], [-2.6565, 3.2424, -0.5527], [-0.3521, 1.9658, 3.7784], [3.3703, -1.5539, 2.0233], [-0.0180, 3.8410, -2.0767], [-1.2392, -2.6053, -0.1816], [2.9651, -0.8183, 2.4994], [-3.1933, 3.8070, -0.0026], [-0.8115, -2.5987, -1.0574], [-0.7653, 1.0305, -1.9079], [-2.2703, -1.3338, -1.9310], [1.5276, 0.6953, 0.7429], [-1.5897, 0.3130, 0.7365], [0.9051, -3.9013, -1.0859], [-1.9018, -3.5125, 1.6645], [-2.3656, 0.5258, 1.2780], [1.8837, 0.0427, 1.3728], [0.7505, -1.0605, 2.3542], [1.8033, -2.5694, -0.5794], [-1.5992, -2.6506, 2.0200], [0.4262, 1.8799, -3.6645], [1.7233, -3.4276, -0.9606], [-1.1332, -4.0915, 1.6786], [2.3016, 0.9735, 0.2199], [-1.7562, 1.2139, -2.3376]], "nbo_charge": [0.499, -0.572, 0.486, 0.160, 0.477, -0.540, -0.973, -0.989, 0.144, -0.694, 0.253, 0.489, 0.207, 0.103, 0.478, 0.472, 0.504, 0.442, 0.477, 0.408, 0.458, -0.949, 0.496, -0.036, 0.489, -0.963, -0.932, -0.741, -0.167, 0.162, -0.998, 0.482, 0.507, -0.960, -0.970, 0.493, 0.480, 0.490, 0.493, 0.158, -1.015, 0.477, 0.486, 0.229], "homo_ev": -9.33, "charge": 0, "total_energy_ha": -1449.1201, "fmax_ev_per_a": 3.24}

---

[3]
{"formula": "C51H49CrGeN4O4S5Sb2", "method": "wB97M-V/def2-TZVPD", "symbols": ["H", "C", "H", "S", "C", "C", "H", "C", "C", "C", "C", "H", "O", "N", "H", "C", "H", "N", "C", "C", "C", "C", "C", "C", "S", "H", "C", "Sb", "Cr", "H", "C", "H", "Ge", "H", "C", "C", "C", "H", "C", "C", "H", "H", "H", "H", "H", "C", "H", "H", "C", "C", "C", "H", "C", "H", "H", "O", "C", "C", "C", "H", "H", "C", "H", "S", "H", "H", "H", "H", "C", "O", "N", "Sb", "N", "C", "C", "C", "H", "O", "H", "C", "H", "C", "H", "C", "H", "H", "C", "C", "C", "C", "H", "C", "H", "H", "S", "C", "S", "H", "H", "H", "C", "H", "C", "C", "H", "H", "H", "C", "C", "C", "H", "H", "C", "H", "H", "H", "C"], "coordinates": [[-2.1124, 0.4961, -4.0502], [2.7205, 1.1307, -1.0842], [-1.3315, -2.8806, -1.6047], [-2.9607, 6.9139, 1.7103], [5.1580, -3.4827, 1.9750], [5.8416, -2.0277, -2.3954], [4.2166, 2.6434, -0.8841], [-4.6034, -3.2474, -4.9638], [-3.0677, 4.3879, 5.7034], [7.3999, -1.9432, 1.4194], [8.7219, 0.4149, -0.9840], [-4.7165, 1.3958, -0.2211], [2.8061, 1.1608, -2.3061], [-2.5271, 3.3130, 3.3284], [8.2776, -1.3398, 1.2133], [-3.4807, -4.0289, -5.2034], [-1.8862, -3.1018, 2.7827], [-2.7139, -4.4074, 5.8638], [7.6030, 0.9970, -0.3827], [5.8427, -2.4859, -3.7084], [6.1744, -1.5880, 0.8584], [3.6541, 1.9776, -0.2271], [-2.0364, -2.1138, -4.7623], [5.7228, -1.5853, -4.7548], [-1.7869, 1.2327, 1.8305], [-3.8915, 0.6384, -4.0025], [2.1684, -1.9231, -3.4079], [0.3034, -1.0098, -2.8363], [0.3085, 0.7889, 0.6770], [8.9548, 4.0509, 0.2705], [5.0534, -2.3703, 1.1516], [-5.3050, -1.3152, -4.3579], [5.9182, -0.0165, -0.2796], [-4.0512, -2.7095, -1.7764], [7.7098, 2.3128, 0.0641], [-3.9125, 6.4096, 4.7076], [-4.4357, -1.9282, -4.5736], [3.0457, 2.5738, 0.4543], [0.1032, 2.7961, -0.7294], [6.3877, -3.8276, 2.5210], [5.5194, 1.2891, -2.9830], [-5.3282, 1.0921, -1.8689], [2.6777, -1.3127, -4.1544], [2.8035, -1.9825, -2.5239], [1.9814, -2.9242, -3.8006], [-0.3451, -2.9425, -2.0650], [4.0836, -2.1021, 0.7414], [5.4928, 0.4789, -5.3019], [-4.1063, 6.0627, 7.0910], [-2.1218, 2.8899, 2.1788], [-0.6664, -1.5231, -4.7942], [-4.0872, 7.0277, 3.8436], [4.5619, 1.0676, 0.6158], [-4.8015, 7.8050, 6.0519], [0.8294, 3.7440, -2.4603], [-0.5030, 1.7414, -1.0529], [9.9114, 1.1168, -1.1186], [-4.4490, -1.7720, -1.3859], [5.6051, -0.2262, -4.4872], [0.0257, -2.2078, -5.2878], [-3.3011, 4.2056, 7.8129], [-3.2843, 5.1762, 4.5698], [-0.6678, -0.5794, -5.3469], [-2.1358, 4.1691, 0.9754], [5.9232, -3.5471, -3.9111], [-3.5827, -5.0740, -5.4701], [10.7679, 0.6459, -1.5868], [8.6546, -0.6007, -1.3615], [7.5081, -3.0566, 2.2448], [0.7155, 2.8303, 0.3840], [-0.3543, -1.9668, 8.1026], [-2.9621, -0.2116, -1.5641], [-2.8629, 4.6597, 3.3059], [0.4284, -0.7173, 3.4967], [-0.4202, -1.5431, 2.7253], [-0.3592, -1.8924, 6.9542], [-2.5852, 3.4300, 5.5928], [1.9330, 0.3552, -0.4101], [0.4484, 4.8664, -1.1257], [-3.1709, -1.3560, -4.4147], [6.4708, -4.6917, 3.1690], [0.1270, 3.9734, -1.6563], [6.8547, 2.7943, 0.5253], [5.7298, -0.6680, -2.1141], [10.9244, 2.9806, -0.7766], [0.3647, -3.2804, -1.3105], [-2.0513, -3.6018, 5.3775], [-4.4467, 1.3392, -1.2755], [-3.4773, 4.8325, 6.9478], [-4.3144, 6.8413, 5.9658], [-5.5990, -3.6629, -5.0629], [-1.2132, -2.6136, 4.7527], [-1.3462, -4.0492, -5.3479], [1.1057, -0.2440, 5.4683], [1.4473, 0.4608, 2.7263], [0.4480, -0.8725, 4.8820], [-0.4295, -1.4310, 0.9832], [3.9240, 0.3798, 1.1747], [4.2787, -4.0750, 2.1950], [-4.4326, 6.4040, 8.0656], [-3.0405, -0.0072, -3.7821], [5.1085, 1.6608, 1.3537], [-0.3657, -1.7991, 5.5187], [-1.2262, -2.4771, 3.3705], [-4.6595, -1.8900, -0.3218], [-0.3768, -3.6496, -2.8955], [-4.0478, 2.3036, -1.5900], [8.8958, 3.0260, -0.0761], [9.9996, 2.4274, -0.6647], [-2.7115, 5.3137, 2.1273], [-5.3681, -1.5254, -1.9182], [5.9237, -2.7389, -1.5811], [5.6170, 0.2282, -3.1780], [5.7091, -1.9403, -5.7784], [-0.8609, 4.1183, -2.0906], [8.4677, -3.3205, 2.6742], [-2.2224, -3.4522, -5.1182]], "mulliken_charge": [0.489, 0.280, 0.231, -0.465, -0.826, -0.368, 0.272, -0.579, -0.444, -0.341, -0.329, 0.346, -0.625, -0.786, 0.333, -0.749, 0.562, -0.619, 0.018, -0.519, -0.481, -0.536, 1.439, -0.476, -0.406, 0.720, -1.469, 0.430, 1.975, 0.381, -0.298, 0.400, 1.867, 0.328, -0.464, -0.451, -0.482, 0.378, 0.829, -0.403, 0.210, 0.425, 0.442, 0.209, 0.621, -1.416, 0.538, 0.383, -0.424, -0.049, -2.214, 0.169, -1.056, 0.343, 0.302, 0.335, -0.747, -1.500, -0.657, 0.565, 0.351, 0.617, 0.557, 0.041, 0.380, 0.374, 0.381, 0.410, -0.588, -0.644, -0.612, 0.140, 0.617, 0.664, -0.640, -0.114, 0.538, 0.173, 0.351, 0.515, 0.358, -1.751, 0.224, 0.172, 0.358, 0.496, -0.129, -1.382, -0.541, -0.626, 0.372, 0.583, 0.335, 0.539, -0.678, -0.927, 0.191, 0.126, 0.453, 0.361, -1.469, 0.504, 0.678, -1.035, 0.498, 0.488, 0.383, -0.643, -0.407, 0.158, 0.371, 0.324, -0.022, 0.331, 0.361, 0.381, -0.589], "homo_ev": [-2.81, -3.00], "s_squared": 3.81, "multiplicity": 4, "charge": -2, "total_energy_ha": -8085.8669, "fmax_ev_per_a": 0.75}